The following is a quantum chemistry calculation of C21H24N4O2PSTi as an isolated structure, from the OMol25 dataset.

Each line ends with the Mulliken spin population.
Cartesian coordinates (Å):
Ti -1.30 -0.91 1.25  1.07
N -2.92 -2.51 0.25  0.01
C -4.19 -1.92 0.81  0.00
C -3.51 -0.78 1.53  0.00
O -2.97 -0.97 2.65  0.01
O -2.97 0.10 0.75  -0.02
H -2.91 -2.43 -0.76  0.00
H -2.84 -3.49 0.48  0.00
H -4.67 -2.61 1.49  0.00
H -4.86 -1.59 0.03  0.00
N -0.49 0.80 2.37  0.00
C -0.27 2.03 1.60  -0.02
C -0.29 3.26 2.25  0.00
C -0.09 4.42 1.52  0.00
C 0.12 4.36 0.15  0.00
C 0.14 3.13 -0.50  0.00
C -0.06 1.96 0.22  -0.01
P -0.06 0.33 -0.56  -0.03
C 1.67 -0.22 -0.61  0.00
C 1.94 -1.49 -1.12  0.01
C 3.24 -1.97 -1.15  0.00
C 4.28 -1.18 -0.65  0.00
C 4.01 0.08 -0.14  0.00
C 2.71 0.56 -0.11  0.00
C -0.62 0.54 -2.26  -0.02
C -1.99 0.70 -2.48  0.01
C -2.45 0.91 -3.77  0.00
C -1.56 0.95 -4.83  0.00
C -0.20 0.79 -4.61  0.00
C 0.28 0.58 -3.33  0.00
H 0.35 0.60 2.91  0.01
H -1.22 0.97 3.06  0.00
H -0.46 3.30 3.32  0.00
H -0.11 5.38 2.02  0.00
H 0.27 5.27 -0.42  0.00
H 0.28 3.08 -1.57  0.00
H 1.14 -2.11 -1.51  0.00
H 3.45 -2.94 -1.57  0.00
H 5.30 -1.55 -0.69  0.00
H 4.82 0.70 0.23  0.00
H 2.51 1.56 0.27  0.00
H -2.68 0.68 -1.65  0.00
H -3.51 1.04 -3.94  0.00
H -1.93 1.11 -5.84  0.00
H 0.49 0.82 -5.44  0.00
H 1.34 0.46 -3.16  0.00
N 1.33 -3.26 3.94  0.00
C 1.26 -2.73 2.73  0.00
N 2.28 -2.04 2.24  0.00
S -0.18 -3.00 1.79  -0.01
H 2.17 -3.23 4.49  0.00
H 0.54 -3.76 4.31  0.00
H 3.15 -1.97 2.73  0.00
H 2.27 -1.78 1.26  0.00

As for the total charge: +2. For the lowest unoccupied orbital energy (spin up / spin down), the calculation gives -6.73 / -6.41 eV. Its HOMO energy (spin up / spin down) is -14.4 / -14.4 eV. Its spin multiplicity is 2. Its energy is -2772.78240 Ha. For the energy above the lowest of the compared OMol25 structures with the same formula, charge and spin, the calculation gives 0.00 kJ/mol. Its orbital gap (spin up / spin down) is 7.701 / 7.982 eV.

---

The following is a quantum chemistry calculation of one molecule with the formula C21H24N4O3S at a distorted geometry, from the OMol25 dataset.

Each line ends with the Löwdin charge.
Cartesian coordinates (Å):
C -2.83 -3.49 0.35  -0.11
O -2.74 -2.88 -0.91  -0.18
C -2.80 -1.47 -0.82  -0.25
C -2.66 -0.89 -2.23  -0.13
C -2.67 0.64 -2.21  -0.14
N -1.49 1.16 -1.57  0.01
C -1.43 1.64 -0.29  -0.61
S -2.80 1.76 0.77  1.00
C -1.84 1.79 2.32  -0.34
C -0.94 0.56 2.35  -0.51
O -1.42 -0.54 2.09  0.03
N 0.35 0.75 2.68  0.03
C 0.99 2.05 2.88  -0.12
C 2.47 1.76 3.17  -0.08
C 2.57 0.28 3.00  -0.17
C 3.68 -0.53 3.09  -0.04
C 3.53 -1.90 2.91  -0.09
C 2.29 -2.43 2.63  -0.08
C 1.16 -1.63 2.53  0.00
C 1.32 -0.26 2.72  -0.14
N -0.21 1.96 0.03  0.03
N 0.57 1.69 -1.03  0.09
C -0.18 1.21 -1.99  -0.22
C 0.35 0.80 -3.26  -0.10
C -0.30 0.40 -4.47  -0.02
C 0.69 0.11 -5.35  -0.11
O 1.90 0.30 -4.79  0.06
C 1.71 0.71 -3.53  -0.25
C 2.88 1.00 -2.67  -0.01
H -2.67 -4.55 0.19  0.09
H -2.07 -3.10 1.03  0.08
H -3.81 -3.32 0.80  0.09
H -1.99 -1.11 -0.17  0.10
H -3.76 -1.16 -0.38  0.13
H -1.74 -1.26 -2.67  0.12
H -3.49 -1.25 -2.84  0.12
H -2.73 1.04 -3.23  0.12
H -3.53 1.00 -1.65  0.10
H -1.31 2.74 2.37  0.06
H -2.58 1.72 3.12  0.09
H 0.87 2.64 1.97  0.10
H 0.51 2.57 3.72  0.12
H 3.12 2.28 2.46  0.12
H 2.76 2.06 4.18  0.12
H 4.65 -0.11 3.31  0.11
H 4.39 -2.55 2.98  0.10
H 2.18 -3.50 2.48  0.10
H 0.19 -2.05 2.32  0.09
H -1.35 0.33 -4.66  0.10
H 0.66 -0.22 -6.37  0.12
H 3.75 0.46 -3.05  0.09
H 3.10 2.06 -2.67  0.09
H 2.67 0.71 -1.65  0.07

As for the total charge: 0. For the lowest unoccupied orbital energy, the calculation gives 0.60 eV. Its HOMO energy is -7.9 eV. Its energy is -1657.55214 Ha. For the energy above the lowest of the compared OMol25 structures with the same formula, charge and spin, the calculation gives 197.62 kJ/mol. Its orbital gap is 8.511 eV.

---

The following is a quantum chemistry calculation of one molecule with the formula C21H24N4O3S at a distorted geometry, from the OMol25 dataset.

Each line ends with the Löwdin charge.
Cartesian coordinates (Å):
C 0.77 4.19 0.88  -0.03
C 0.44 3.07 -0.06  -0.22
C 1.40 2.12 -0.38  -0.02
C 1.09 1.03 -1.17  -0.06
C -0.19 0.92 -1.67  -0.28
S -0.72 -0.61 -2.42  0.70
O -1.54 -0.40 -3.57  -0.28
O 0.39 -1.51 -2.54  -0.29
N -1.78 -1.22 -1.22  -0.01
C -1.61 -0.67 0.05  -0.32
N -2.55 0.08 0.54  0.20
C -2.28 0.75 1.70  -0.22
C -3.26 1.58 2.26  -0.03
C -2.95 2.36 3.34  -0.10
C -1.67 2.33 3.90  -0.09
C -0.70 1.51 3.38  -0.03
C -0.99 0.69 2.27  -0.22
N -0.05 -0.16 1.79  0.20
C -0.35 -0.87 0.73  -0.28
N 0.51 -1.80 0.28  0.08
C 1.83 -1.96 0.84  -0.12
C 2.76 -2.57 -0.20  -0.34
C 4.25 -2.53 0.20  -0.12
C 4.80 -3.88 -0.30  -0.14
C 3.57 -4.52 -0.97  -0.20
O 2.45 -3.93 -0.36  -0.09
C -1.15 1.88 -1.41  -0.02
C -0.85 2.96 -0.60  -0.21
C -1.90 3.97 -0.27  -0.03
H 0.14 4.13 1.77  0.08
H 0.59 5.15 0.41  0.09
H 1.81 4.14 1.19  0.08
H 2.40 2.22 0.03  0.12
H 1.82 0.26 -1.39  0.11
H -2.74 -1.10 -1.54  0.12
H -4.24 1.60 1.81  0.11
H -3.70 3.01 3.78  0.10
H -1.44 2.96 4.75  0.10
H 0.29 1.46 3.80  0.11
H 0.31 -2.28 -0.58  0.11
H 2.19 -0.99 1.18  0.12
H 1.78 -2.64 1.71  0.14
H 2.62 -2.05 -1.16  0.14
H 4.76 -1.69 -0.25  0.11
H 4.35 -2.46 1.28  0.11
H 5.14 -4.50 0.53  0.11
H 5.62 -3.76 -1.01  0.11
H 3.57 -4.31 -2.05  0.12
H 3.50 -5.60 -0.82  0.12
H -2.13 1.76 -1.83  0.13
H -1.59 4.97 -0.56  0.09
H -2.83 3.73 -0.79  0.08
H -2.10 3.97 0.80  0.08

As for the total charge: 0. For the lowest unoccupied orbital energy, the calculation gives 0.01 eV. Its HOMO energy is -8.0 eV. Its energy is -1657.58630 Ha. For the energy above the lowest of the compared OMol25 structures with the same formula, charge and spin, the calculation gives 107.93 kJ/mol. Its orbital gap is 8.018 eV.

---

The following is a quantum chemistry calculation of a 2-piece molecular cluster, C21H24O5 overall at a distorted geometry, from the OMol25 dataset.

Each line ends with the Löwdin charge.
Cartesian coordinates (Å):
C 4.34 0.22 2.08  -0.07
C 3.03 0.95 2.01  -0.22
O 2.13 -0.01 1.38  -0.01
C 0.92 0.52 1.18  -0.48
C -0.09 -0.33 0.47  -0.08
C 0.32 -1.48 -0.37  -0.46
O -0.44 -2.25 -0.96  0.03
O 1.64 -1.65 -0.47  -0.03
C 1.94 -2.94 -1.04  -0.23
C 3.42 -3.05 -0.96  -0.08
C -1.46 -0.26 0.91  -0.18
C -2.48 -1.04 0.28  -0.03
C -3.71 -1.22 0.87  -0.01
C -4.04 -0.52 2.06  -0.29
O -5.25 -0.81 2.61  -0.10
C -5.68 -0.08 3.78  -0.07
C -3.11 0.40 2.60  -0.02
C -1.87 0.55 2.00  -0.02
O 0.69 1.68 1.53  0.04
H 5.11 0.87 2.48  0.08
H 4.24 -0.65 2.74  0.08
H 4.65 -0.12 1.09  0.08
H 2.63 1.21 3.00  0.13
H 3.09 1.85 1.39  0.12
H 1.44 -3.71 -0.43  0.13
H 1.55 -2.98 -2.06  0.12
H 3.74 -3.99 -1.40  0.07
H 3.92 -2.24 -1.49  0.08
H 3.75 -3.03 0.08  0.08
H -2.26 -1.54 -0.65  0.10
H -4.42 -1.92 0.47  0.11
H -6.72 -0.40 3.90  0.09
H -5.09 -0.37 4.66  0.09
H -5.63 1.00 3.63  0.09
H -3.34 0.95 3.51  0.10
H -1.19 1.32 2.37  0.10
C 0.07 1.36 -1.58  -0.01
C -1.08 1.52 -2.34  0.01
C -1.19 1.89 -3.67  -0.03
C -0.17 2.13 -4.57  -0.05
C 1.21 2.13 -4.36  -0.05
C 1.91 1.88 -3.18  -0.03
C 1.40 1.49 -1.94  0.01
H -0.14 1.28 -0.52  0.07
H -2.02 1.35 -1.80  0.13
H -2.22 2.03 -4.04  0.12
H -0.47 2.35 -5.60  0.11
H 1.82 2.35 -5.24  0.11
H 3.00 2.01 -3.24  0.12
H 2.15 1.31 -1.16  0.13

As for the total charge: 0. For the lowest unoccupied orbital energy, the calculation gives -1.61 eV. Its HOMO energy is -5.9 eV. Its energy is -1190.67198 Ha. For the energy above the lowest of the compared OMol25 structures with the same formula, charge and spin, the calculation gives 352.55 kJ/mol. Its orbital gap is 4.302 eV.

---

The following is a quantum chemistry calculation of one molecule with the formula C21H24O8, from the OMol25 dataset.

Each line ends with the Löwdin charge.
Cartesian coordinates (Å):
C 1.94 1.87 -2.03  -0.04
C 3.38 1.74 -1.56  -0.19
O 3.42 1.44 -0.16  0.00
C 3.60 2.44 0.69  -0.49
O 3.84 3.58 0.39  0.13
C 3.47 1.97 2.14  -0.07
O 2.81 0.74 2.29  -0.01
C 1.54 0.65 1.81  -0.24
C 1.02 -0.65 1.76  0.07
C -0.24 -0.91 1.25  -0.18
O -0.73 -2.17 1.12  -0.04
C 0.13 -3.26 1.34  -0.07
C 1.38 -3.28 0.45  -0.49
O 2.34 -3.96 0.68  0.12
O 1.24 -2.46 -0.59  0.01
C 2.36 -2.31 -1.48  -0.19
C 1.84 -2.17 -2.90  -0.05
C -1.07 0.16 0.82  0.00
C -2.41 0.06 0.31  -0.07
C -3.03 1.18 -0.16  -0.09
C -2.42 2.49 -0.13  -0.40
O -2.91 3.51 -0.53  0.12
O -1.17 2.55 0.43  0.14
C -0.51 1.45 0.87  -0.17
C 0.77 1.70 1.36  0.07
C -4.42 1.06 -0.70  -0.13
C -5.32 0.32 0.31  -0.17
C -4.61 -0.88 0.94  -0.17
C -3.25 -1.18 0.28  -0.12
H 1.38 0.98 -1.76  0.07
H 1.47 2.74 -1.56  0.08
H 1.92 2.00 -3.11  0.08
H 3.94 2.67 -1.73  0.12
H 3.89 0.91 -2.05  0.12
H 3.01 2.77 2.73  0.15
H 4.48 1.80 2.53  0.15
H 1.67 -1.44 2.10  0.13
H 0.45 -3.34 2.38  0.15
H -0.46 -4.15 1.10  0.15
H 3.01 -3.18 -1.37  0.12
H 2.90 -1.41 -1.16  0.12
H 2.67 -2.00 -3.57  0.08
H 1.15 -1.33 -2.96  0.07
H 1.32 -3.07 -3.20  0.08
H 1.11 2.72 1.36  0.13
H -4.39 0.49 -1.63  0.13
H -4.82 2.05 -0.91  0.12
H -5.62 1.02 1.09  0.11
H -6.23 0.00 -0.21  0.11
H -5.23 -1.78 0.87  0.11
H -4.43 -0.69 2.00  0.11
H -2.77 -2.00 0.80  0.10
H -3.41 -1.47 -0.76  0.13

As for the total charge: 0. For the lowest unoccupied orbital energy, the calculation gives 0.37 eV. Its HOMO energy is -8.2 eV. Its energy is -1416.57233 Ha. For the energy above the lowest of the compared OMol25 structures with the same formula, charge and spin, the calculation gives 12.24 kJ/mol. Its orbital gap is 8.603 eV.

---

Which formula does entry 2 have? C21H24N4O3S

---

Which of these has the lowest energy above the lowest of the compared OMol25 structures with the same formula, charge and spin? C21H24N4O2PSTi